Computed, not measured: a single C17H24N2O4 molecule, with ωB97M-V/def2-TZVPD.

```
! wB97M-V def2-TZVPD RIJCOSX def2/J DEFGRID3
* xyz 0 1
C 2.438 2.983 0.365
H 1.593 3.320 -0.237
H 2.248 3.227 1.412
H 3.359 3.446 0.021
O 2.615 1.579 0.210
C 1.690 0.799 0.752
O 0.737 1.206 1.371
C 1.978 -0.676 0.545
N 0.717 -1.380 0.600
C 0.369 -2.261 -0.365
O 1.156 -2.757 -1.136
C -1.101 -2.689 -0.301
N -1.996 -1.556 -0.181
C -1.845 -0.440 -0.946
O -0.840 -0.234 -1.596
C -3.018 0.485 -0.888
C -4.298 -0.046 -1.022
C -5.411 0.774 -1.012
C -5.250 2.140 -0.861
C -3.980 2.674 -0.740
C -2.848 1.869 -0.762
C -1.488 2.475 -0.638
H -1.005 2.143 0.280
H -1.551 3.561 -0.630
H -0.864 2.154 -1.469
H -3.860 3.743 -0.634
H -6.112 2.790 -0.846
H -6.397 0.349 -1.123
H -4.427 -1.110 -1.170
H -2.876 -1.706 0.285
H -1.309 -3.267 -1.210
H -1.235 -3.336 0.570
H -0.007 -0.907 1.126
C 2.938 -1.176 1.643
H 2.606 -0.774 2.604
H 2.850 -2.263 1.685
C 4.402 -0.796 1.391
C 5.200 -0.910 2.688
H 5.152 -1.926 3.074
H 4.809 -0.235 3.446
H 6.244 -0.660 2.514
C 5.017 -1.691 0.318
H 6.033 -1.373 0.097
H 4.442 -1.656 -0.603
H 5.047 -2.723 0.660
H 4.441 0.242 1.047
H 2.416 -0.843 -0.442
*
```

The HOMO energy is -9.25 eV.